Entry 1:
One molecule with the formula C22H22O6. Source: OMol25; level of theory: ωB97M-V with the def2-TZVPD basis set.

Geometry as XYZ:
```
50
Properties=species:S:1:pos:R:3:nbo_charge:R:1
C -3.49365 0.71174 5.32494 -0.25
O -2.10021 0.45538 5.54553 -0.50
C -1.31007 0.09825 4.50370 0.33
C -0.04206 -0.40384 4.87935 -0.26
C 0.63512 -1.17156 3.96856 -0.22
C 0.13237 -1.42243 2.67847 -0.06
C 0.92386 -2.36210 1.76101 -0.25
C 0.16423 -2.92388 0.56927 -0.04
C -1.22313 -3.18298 0.71348 -0.19
C -1.97288 -3.85965 -0.22237 -0.26
C -1.29967 -4.38874 -1.32635 0.29
C 0.08531 -4.16849 -1.49239 -0.02
C 0.82027 -3.42561 -0.56046 -0.20
C 0.50828 -4.95556 -2.69529 -0.47
C -0.77289 -5.67911 -3.14010 -0.06
O -1.85103 -5.22929 -2.25245 -0.49
C 2.28154 -1.70647 1.69559 -0.47
C 3.29406 -2.45966 2.56413 0.83
O 3.24060 -2.46020 3.78700 -0.55
O 4.33329 -3.05296 1.90608 -0.54
C 5.07140 -2.02600 1.15648 0.54
C 5.66537 -0.98326 2.09697 -0.67
C 6.15633 -2.80944 0.44306 -0.63
O 4.20262 -1.44037 0.16811 -0.53
C 2.84682 -1.23946 0.38586 0.82
O 2.20157 -0.55681 -0.37804 -0.54
C -0.92270 -0.63407 2.22826 -0.14
C -1.69981 0.07619 3.13798 -0.35
H -3.82709 1.05688 6.29970 0.20
H -3.65258 1.49005 4.57227 0.18
H -4.02825 -0.20336 5.05048 0.18
H 0.34426 -0.27730 5.89124 0.23
H 1.61010 -1.54521 4.24238 0.25
H 1.06315 -3.24714 2.42753 0.24
H -1.76153 -2.83318 1.58978 0.23
H -3.03922 -4.02465 -0.14795 0.23
H 1.88717 -3.25909 -0.70139 0.21
H 0.87968 -4.32834 -3.51417 0.22
H 1.29061 -5.68563 -2.46442 0.22
H -0.70776 -6.77092 -3.03258 0.19
H -1.08184 -5.44290 -4.16758 0.19
H 2.26580 -0.70151 2.19725 0.29
H 4.90249 -0.37480 2.59338 0.22
H 6.26815 -1.49037 2.85987 0.24
H 6.33645 -0.32305 1.53321 0.24
H 5.71021 -3.49145 -0.27798 0.23
H 6.83615 -2.13179 -0.06811 0.22
H 6.72306 -3.39354 1.16726 0.23
H -1.15052 -0.58384 1.16201 0.22
H -2.61987 0.55750 2.80373 0.22
```

Frontier orbital gap, eV: 8.518
SMILES: COc1ccc([C@@H](c2ccc3c(c2)CCO3)C2C(=O)OC(C)(C)OC2=O)cc1
Maximum force, eV/Å: 2.512
ΔE to the lowest compared entry with this formula, charge and spin, kJ/mol: 125.6

---

Entry 2:
C17H20Br2N4O5S4Y as an isolated structure. Source: OMol25; level of theory: ωB97M-V with the def2-TZVPD basis set.

Geometry as XYZ:
```
53
Properties=species:S:1:pos:R:3:nbo_charge:R:1
Y -0.02088 0.66736 -0.46842 1.94
C 0.91322 -4.49194 0.85180 -0.41
N 1.07160 -3.45914 -0.16301 -0.37
C 1.05108 -3.93709 -1.54230 -0.42
C 1.07946 -2.16089 0.09028 0.71
O 1.14506 -1.30245 -0.81152 -0.73
C 0.99012 -1.69489 1.54379 -0.16
O 0.98018 -0.27301 1.58065 -0.55
C 2.11153 0.39789 2.10615 -0.15
C 2.71887 1.28447 1.02225 0.70
O 2.20081 1.27880 -0.10930 -0.73
N 3.76574 2.03509 1.32653 -0.38
C 4.36562 2.08743 2.65371 -0.41
C 4.33695 2.94514 0.33894 -0.42
H -0.06473 -4.96303 0.74628 0.22
H 0.99806 -4.08979 1.85555 0.21
H 1.68672 -5.24754 0.71755 0.22
H 0.05204 -4.29883 -1.79038 0.22
H 1.76121 -4.75638 -1.64393 0.21
H 1.32406 -3.13137 -2.21361 0.24
H 1.82023 -2.08836 2.13276 0.21
H 0.04610 -2.03996 1.96561 0.26
H 2.84778 -0.32246 2.46767 0.21
H 1.78128 1.02064 2.93928 0.24
H 4.12223 1.20762 3.24071 0.21
H 4.02997 2.97661 3.18960 0.22
H 5.44796 2.13188 2.54537 0.23
H 3.72318 2.94180 -0.55420 0.24
H 5.35023 2.62904 0.08955 0.21
H 4.36757 3.95170 0.75525 0.22
Br -2.83634 -3.25073 1.40240 0.06
C -3.53953 -1.85590 0.34149 -0.18
C -4.90907 -1.85144 0.01234 -0.21
C -5.43360 -0.84723 -0.74413 -0.12
Br -7.27863 -0.86935 -1.15019 0.09
C -4.60734 0.20319 -1.22652 -0.04
C -5.05163 1.28741 -2.00963 -0.11
C -4.15981 2.24239 -2.41410 -0.26
C -2.81275 2.11254 -2.05580 0.10
N -2.35032 1.11131 -1.33511 -0.54
C -3.23703 0.17036 -0.89870 0.09
C -2.68325 -0.86617 -0.07711 0.38
O -1.40755 -0.81281 0.22068 -0.90
H -5.53632 -2.65338 0.37540 0.25
H -6.09679 1.35551 -2.27879 0.24
H -4.47315 3.09056 -3.00523 0.24
H -2.09600 2.86382 -2.36583 0.20
S -0.42388 2.80090 1.21448 -0.53
S 0.80024 4.25321 0.43477 0.03
S 0.00786 4.90296 -1.32005 0.01
S 0.91331 3.77662 -2.82926 0.45
O 0.76798 1.26149 -2.87196 -0.31
N 0.44034 2.27642 -2.28182 -0.15
```

Frontier orbital gap, eV: 6.072
Maximum force, eV/Å: 0.211
Net charge: +1
ΔE to the lowest compared entry with this formula, charge and spin, kJ/mol: 0.0

---

Entry 3:
A 2-piece molecular cluster, C14H19NO3P overall. Source: OMol25; level of theory: ωB97M-V with the def2-TZVPD basis set.

Geometry as XYZ:
```
38
Properties=species:S:1:pos:R:3:nbo_charge:R:1
C 3.63456 -2.50500 0.90076 -0.05
C 4.16580 -1.62824 -0.09339 -0.46
P 4.85824 -0.28832 -1.32657 0.94
C 4.68345 1.39372 -0.39821 -0.71
C 3.90832 2.55679 -1.26481 -0.43
C 2.29785 2.67176 -0.97756 -0.44
C 1.48277 1.24957 -1.00156 -0.24
N 1.04920 0.87689 0.40316 -0.67
C -0.04166 -0.17130 0.40840 0.67
C -0.32350 -1.29987 -0.74687 -0.74
O -0.85170 -0.21631 1.50123 -0.55
H 2.80130 -3.09946 1.51183 0.33
H 4.00335 -0.23075 -2.52056 0.11
H 6.21637 -0.62886 -1.67156 0.11
H 5.80142 1.78282 -0.24789 0.29
H 4.25103 1.27163 0.69940 0.30
H 4.38150 3.59364 -0.91023 0.26
H 4.18628 2.48764 -2.42369 0.23
H 2.14709 3.24984 0.05083 0.26
H 1.84663 3.33910 -1.85385 0.25
H 2.04783 0.35752 -1.50551 0.15
H 0.49477 1.42412 -1.63854 0.24
H 1.83878 0.49005 0.96599 0.38
H -1.50073 -1.43044 -0.89513 0.28
H 0.12422 -2.31588 -0.37152 0.25
H 0.10561 -1.04822 -1.80645 0.22
C -6.63039 -0.58322 0.94630 -0.22
C -6.23766 -1.79984 0.55654 -0.24
C -4.87843 -2.29621 0.84861 0.48
O -4.51747 -3.40885 0.49050 -0.50
C -3.97107 -1.39719 1.58908 -0.25
C -4.36380 -0.18057 1.97884 -0.21
C -5.72304 0.31580 1.68677 0.46
O -6.08400 1.42844 2.04488 -0.48
H -7.62354 -0.20352 0.73957 0.24
H -6.89165 -2.47139 0.01326 0.24
H -2.97793 -1.77689 1.79581 0.24
H -3.70982 0.49098 2.52212 0.24
```

Frontier orbital gap, eV: 6.787
Maximum force, eV/Å: 10.339
Net charge: +1

---

Entry 4:
A 2-piece molecular cluster, CH4N2O2 overall. Source: OMol25; level of theory: ωB97M-V with the def2-TZVPD basis set.

Geometry as XYZ:
```
9
Properties=species:S:1:pos:R:3:nbo_charge:R:1
C -1.74994 -0.58785 -0.32729 0.50
N 0.46050 1.02300 0.34239 -0.65
N 0.34053 -0.09729 -0.40956 -0.06
O -2.34568 0.19938 0.30986 -0.49
O 0.57934 -1.21798 0.45137 -0.63
H -2.01917 -1.48219 -0.86954 0.15
H 0.44553 1.84006 -0.25181 0.37
H -0.17169 1.08884 1.14245 0.35
H 1.47876 -1.53099 0.29772 0.47
```

Frontier orbital gap (alpha / beta), eV: 8.804 / 8.806
Maximum force, eV/Å: 3.988
ΔE to the lowest compared entry with this formula, charge and spin, kJ/mol: 432.1

---

Entry 5:
A 2-piece molecular cluster, C5H4N overall. Source: OMol25; level of theory: ωB97M-V with the def2-TZVPD basis set.

Geometry as XYZ:
```
10
Properties=species:S:1:pos:R:3:nbo_charge:R:1
C -2.04242 -0.01226 -0.02860 -0.21
C -3.34039 -0.02865 0.05971 0.57
C 2.62252 0.45614 0.08422 -0.30
C -0.82333 -0.17294 0.03701 0.21
C 3.23246 -0.53597 -0.13800 -0.20
N -4.50133 0.04301 -0.00001 -0.40
H 2.15679 1.42024 0.18474 0.24
H 3.82806 -1.34155 -0.59035 0.26
H 0.15484 -0.46609 0.23163 0.28
H -5.56474 0.01008 -0.21862 0.54
```

Frontier orbital gap, eV: 7.631
Maximum force, eV/Å: 5.747
Net charge: +1
ΔE to the lowest compared entry with this formula, charge and spin, kJ/mol: 194.2

---

Entry 6:
C23H28Cl2MgN6O2STe as an isolated structure. Source: OMol25; level of theory: ωB97M-V with the def2-TZVPD basis set.

Geometry as XYZ:
```
64
Properties=species:S:1:pos:R:3:nbo_charge:R:1
Mg -0.61159 1.57964 0.52876 1.71
C 0.58821 0.02505 4.43004 -0.70
C 0.46038 0.79343 3.15954 0.36
N -0.65583 1.16986 2.66124 -0.40
N -1.81256 0.72927 3.29161 -0.49
C -2.74581 1.63400 3.69260 0.27
N -3.98325 1.07960 3.86192 -0.80
S -2.37644 3.19527 4.07011 -0.21
C 1.65714 1.30945 2.41657 0.17
C 2.94124 1.16000 2.90724 -0.22
C 3.99837 1.73426 2.21526 -0.14
C 3.73703 2.45930 1.07050 -0.25
C 2.42026 2.56407 0.64680 0.08
N 1.40693 1.99473 1.28565 -0.57
H -0.21396 0.32628 5.10333 0.25
H 1.54081 0.19734 4.91825 0.23
H 0.49789 -1.04372 4.22924 0.26
H -2.02606 -0.25533 3.20777 0.40
H -4.26766 0.35565 3.22059 0.39
H -4.69810 1.74160 4.11366 0.41
H 3.12802 0.58771 3.80082 0.23
H 5.01090 1.61668 2.57656 0.23
H 4.52545 2.93357 0.50460 0.23
H 2.16458 3.11886 -0.24729 0.22
C -4.04401 0.16813 -0.39533 -0.66
C -3.08301 0.22956 -1.52925 0.39
N -1.79557 0.47540 -1.46206 -0.56
C -1.32492 0.39934 -2.75537 -0.09
C -2.33646 0.10087 -3.60765 -0.10
N -3.45360 -0.01052 -2.81047 -0.52
H -3.50891 -0.14748 0.49901 0.23
H -4.83371 -0.55387 -0.60753 0.21
H -4.48200 1.14759 -0.20348 0.26
H -0.28081 0.53072 -2.98615 0.21
H -2.36465 -0.05862 -4.66942 0.22
H -4.39117 -0.19799 -3.11726 0.42
C 3.12364 -4.22612 -4.22557 -0.62
C 2.45013 -3.52859 -3.07529 -0.02
C 1.67424 -4.22821 -2.16168 -0.22
C 1.02542 -3.59902 -1.10534 -0.08
C 0.20705 -4.43801 -0.16502 -0.63
C 1.15320 -2.20951 -0.94411 -0.12
Te 0.19160 -1.28333 0.70010 -0.50
C 1.94238 -1.48974 -1.85268 -0.08
C 2.19559 -0.00738 -1.74402 -0.63
C 2.57180 -2.16093 -2.89762 -0.22
H 3.05156 -5.30836 -4.12453 0.21
H 4.18071 -3.96266 -4.28505 0.21
H 2.66528 -3.95000 -5.17727 0.21
H 1.56638 -5.30219 -2.27293 0.20
H 0.24113 -5.48619 -0.46189 0.20
H -0.83374 -4.10889 -0.14840 0.23
H 0.57255 -4.35202 0.86001 0.22
H 1.49690 0.46464 -1.05639 0.20
H 2.11494 0.47431 -2.72195 0.21
H 3.20512 0.18500 -1.36880 0.22
H 3.17942 -1.58767 -3.59219 0.20
Cl -0.32242 3.31501 -1.53632 -0.07
C -1.43350 4.28955 -0.46930 -0.29
Cl -0.54060 4.73686 0.99138 0.01
C -2.66082 3.38670 -0.13637 0.76
O -3.72095 3.71693 -0.62564 -0.63
O -2.37698 2.38703 0.59331 -0.91
H -1.70716 5.18307 -1.01687 0.25
```

Frontier orbital gap, eV: 5.702
Maximum force, eV/Å: 1.128
ΔE to the lowest compared entry with this formula, charge and spin, kJ/mol: 140.7

---

Entry 7:
One molecule with the formula C4H8N4O. Source: OMol25; level of theory: ωB97M-V with the def2-TZVPD basis set.

Geometry as XYZ:
```
17
Properties=species:S:1:pos:R:3:nbo_charge:R:1
C 0.10173 2.58120 -0.40958 -0.42
N -0.93935 1.55232 -0.41471 -0.45
N -0.63390 0.34024 0.13966 -0.23
C -1.24323 -0.23086 1.22318 0.17
N -0.76150 -1.39471 1.50016 -0.46
C 0.14758 -1.67961 0.49264 0.12
N 0.96621 -2.80934 0.34964 -0.85
C 0.21929 -0.60841 -0.37041 0.38
O 0.94247 -0.31502 -1.45139 -0.67
H 0.44496 2.66423 0.63441 0.20
H -0.37143 3.56203 -0.73186 0.21
H 0.98870 2.28867 -1.05164 0.19
H -1.30265 1.48926 -1.37937 0.36
H -2.06267 0.29151 1.73464 0.20
H 0.45313 -3.67787 0.23311 0.37
H 1.57315 -2.97885 1.15855 0.37
H 1.47750 -1.07477 -1.65704 0.51
```

Frontier orbital gap, eV: 8.744
SMILES: CNn1cnc(N)c1O
Maximum force, eV/Å: 2.102
ΔE to the lowest compared entry with this formula, charge and spin, kJ/mol: 202.9

---

Entry 8:
C30H21AsClN3O6SW as an isolated structure. Source: OMol25; level of theory: ωB97M-V with the def2-TZVPD basis set.

Geometry as XYZ:
```
64
Properties=species:S:1:pos:R:3:nbo_charge:R:1
W -0.34173 0.66489 -0.75040 1.33
S 0.98434 2.56005 -1.11439 0.15
C 2.57882 2.61873 -0.32638 -0.19
C 3.27639 3.81798 -0.37820 -0.18
C 4.50909 3.90612 0.25670 -0.15
C 5.03663 2.81901 0.94138 -0.19
C 4.33514 1.62174 0.99934 -0.11
C 3.10274 1.53716 0.37051 -0.43
As 2.04711 -0.03859 0.24078 1.27
C 2.93876 -1.48988 1.13089 -0.38
C 3.67175 -2.38855 0.36383 -0.13
C 4.41281 -3.37164 1.00288 -0.20
C 4.41624 -3.44683 2.38811 -0.16
C 3.68253 -2.54028 3.14488 -0.18
C 2.93592 -1.55406 2.52168 -0.22
C 0.50961 0.27749 1.47010 -0.42
C 0.28457 1.52523 2.09636 -0.18
C -0.59402 1.61671 3.15967 -0.21
C -1.24500 0.47577 3.62261 -0.10
C -1.02513 -0.76419 3.03089 -0.22
C -0.15414 -0.86940 1.96460 -0.13
H 2.87010 4.66663 -0.91303 0.25
H 5.06476 4.83265 0.20761 0.25
H 5.99905 2.90205 1.42725 0.25
H 4.74237 0.76800 1.52681 0.23
H 3.66197 -2.33913 -0.71762 0.23
H 4.98221 -4.07867 0.41542 0.24
H 4.99305 -4.21541 2.88451 0.24
H 3.69292 -2.59951 4.22487 0.24
H 2.37908 -0.84225 3.11766 0.22
H 0.81669 2.40539 1.75764 0.25
H -0.75940 2.56942 3.64500 0.25
H -1.91997 0.55509 4.46582 0.25
H -1.52254 -1.64629 3.41193 0.25
H 0.01912 -1.82962 1.49663 0.26
O 0.36794 -3.07091 -2.17073 -0.47
C -0.17756 -2.02443 -2.04048 0.75
O -0.24605 -1.34365 -0.86453 -0.78
C -1.00298 -1.26623 -3.03561 -0.02
C -1.95670 -1.82957 -3.82162 -0.17
C -2.94783 -0.98467 -4.37713 0.13
C -3.11363 0.33667 -4.02512 -0.18
C -2.14210 0.87480 -3.19449 0.19
C -0.94083 0.16540 -2.82285 -0.59
N -2.33281 2.05951 -2.50959 0.45
O -3.15616 2.89245 -2.75809 -0.21
O -1.52132 2.23828 -1.47141 -0.51
N -3.97213 -1.60082 -5.25689 0.51
O -3.73377 -2.71858 -5.64712 -0.31
O -4.95058 -0.93272 -5.49875 -0.32
H -2.02073 -2.89842 -3.98074 0.29
H -3.99371 0.88937 -4.32803 0.30
H -0.03010 0.63578 -3.23506 0.33
Cl -5.00810 2.38161 2.06725 0.11
C -4.28143 1.05960 1.25930 -0.07
C -4.92733 -0.16337 1.14080 -0.15
C -4.26937 -1.19376 0.49071 -0.16
C -3.00282 -0.98320 -0.01578 0.03
N -2.38761 0.20640 0.08894 -0.53
C -3.02132 1.21414 0.71250 0.03
H -5.91920 -0.29823 1.55166 0.27
H -4.73321 -2.16377 0.37958 0.25
H -2.44766 -1.77340 -0.49672 0.23
H -2.51272 2.16588 0.77365 0.24
```

Frontier orbital gap (alpha / beta), eV: 5.740 / 5.947
Multiplicity: 3
Expectation value of S²: 2.0973
Maximum force, eV/Å: 0.919
Net charge: +2
ΔE to the lowest compared entry with this formula, charge and spin, kJ/mol: 47.9